Record 1
Formula: C3HBrIO2
Source: OMol25
Level of theory: ωB97M-V/def2-TZVPD

Calculated values
2S+1: 1
Energy above the lowest of the compared OMol25 structures with the same formula, charge and spin (kcal/mol): 94.9
Total charge: -1
E_LUMO (eV): 2.9
Max |F| (Eh/bohr): 0.0673
HOMO (eV): -4.0
DFT total energy (Ha): -3136.98237

```
8
C3HBrIO2, DFT ωB97M-V/def2-TZVPD
C -0.8411 1.0749 -1.3487
C 0.5104 -0.4427 -0.3001
C 0.5073 -0.3839 1.1107
O 0.6136 0.0296 2.2321
O -0.1995 -1.3601 0.5351
Br -2.4283 0.5016 -0.5118
I 2.2502 -1.0518 -1.2158
H -0.4127 1.6325 -0.5015
```

Record 2
Formula: Cl2HO2P
Source: OMol25
Level of theory: ωB97M-V/def2-TZVPD

Calculated values
2S+1: 1
Energy above the lowest of the compared OMol25 structures with the same formula, charge and spin (kcal/mol): 96.3
Total charge: 0
E_LUMO (eV): -1.7
Max |F| (Eh/bohr): 0.0991
HOMO (eV): -9.2
DFT total energy (Ha): -1412.63201

```
6
Cl2HO2P, DFT ωB97M-V/def2-TZVPD
O -2.4329 -1.0825 -0.8336
O -0.6023 1.2522 -0.1001
P -1.3090 0.7991 -1.4258
Cl -2.8993 -0.8801 0.7034
Cl -1.3814 2.5708 0.7911
H -0.2129 0.1565 -1.6612
```

Record 3
Formula: C28H40CaIN2O2P4S2
Source: OMol25
Level of theory: ωB97M-V/def2-TZVPD

Calculated values
2S+1: 1
Energy above the lowest of the compared OMol25 structures with the same formula, charge and spin (kcal/mol): 10.1
Total charge: +1
E_LUMO (eV): -2.5
Max |F| (Eh/bohr): 0.0261
HOMO (eV): -10.7
DFT total energy (Ha): -4488.00306

```
80
C28H40CaIN2O2P4S2, DFT ωB97M-V/def2-TZVPD
Ca -0.0613 -0.7835 0.0265
C -0.5782 -0.5455 4.0866
P 0.3903 0.3216 2.8125
C 0.5027 2.0075 3.5041
C 2.0863 -0.3145 3.1351
C 3.1232 0.2157 2.1448
P 2.8643 -0.4154 0.4381
C 4.1520 0.4606 -0.5023
C 3.5196 -2.1136 0.5589
H -0.1516 -0.4084 5.0829
H -0.5870 -1.6137 3.8651
H -1.6030 -0.1715 4.0893
H 0.9724 1.9734 4.4899
H -0.4921 2.4395 3.6191
H 1.0843 2.6745 2.8669
H 2.0260 -1.4064 3.0953
H 2.3769 -0.0646 4.1602
H 4.1324 -0.0530 2.4726
H 3.1028 1.3098 2.0967
H 5.1306 0.3185 -0.0386
H 3.9381 1.5284 -0.5453
H 4.1958 0.0793 -1.5228
H 4.5695 -2.1143 0.8598
H 3.4118 -2.6210 -0.3997
H 2.9403 -2.6739 1.2957
C 1.2595 -0.1253 -3.5908
P -0.3958 -0.0507 -2.8219
C -1.3923 -1.1159 -3.9063
C -0.9475 1.6530 -3.2016
C -1.4752 1.9501 -4.4608
C -1.8978 3.2292 -4.7777
C -1.7872 4.2425 -3.8364
C -1.2630 3.9628 -2.5871
C -0.8456 2.6749 -2.2466
P -0.1776 2.3336 -0.5695
C -1.2294 3.3944 0.4839
C 1.3924 3.2664 -0.5941
H 1.2270 0.1650 -4.6426
H 1.6433 -1.1427 -3.5048
H 1.9437 0.5454 -3.0678
H -1.1610 -0.9741 -4.9631
H -2.4531 -0.9220 -3.7419
H -1.1965 -2.1538 -3.6395
H -1.5639 1.1694 -5.2047
H -2.3102 3.4350 -5.7567
H -2.1118 5.2471 -4.0738
H -1.1848 4.7643 -1.8633
H -1.0608 4.4564 0.2999
H -1.0211 3.1925 1.5335
H -2.2809 3.1732 0.2980
H 1.2354 4.3135 -0.8606
H 2.0723 2.8256 -1.3240
H 1.8740 3.2283 0.3852
O 0.7476 -2.7701 -1.4262
S -0.2839 -3.4135 -0.6087
O -1.6120 -2.9674 -0.9783
N 0.0038 -2.9994 0.9383
C 0.3700 -4.0900 1.6695
S 0.8795 -4.0507 3.2196
C 0.2955 -5.3563 0.8561
C 0.5487 -6.6578 1.2568
C 0.3961 -7.6698 0.3194
C 0.0005 -7.4052 -0.9926
C -0.2562 -6.1051 -1.4057
C -0.0937 -5.1213 -0.4471
H 0.8462 -6.8638 2.2761
H 0.5871 -8.6936 0.6124
H -0.1056 -8.2222 -1.6932
H -0.5612 -5.8724 -2.4161
I -5.3746 1.5804 -1.9985
C -4.5451 0.3313 -0.5829
C -5.3034 -0.5499 0.1740
C -4.6526 -1.3707 1.0808
C -3.2752 -1.2904 1.1935
N -2.5429 -0.4332 0.4797
C -3.1731 0.3573 -0.3883
H -6.3775 -0.6004 0.0552
H -5.1991 -2.0779 1.6884
H -2.7311 -1.9404 1.8691
H -2.5637 1.0359 -0.9741
```

Record 4
Formula: C36H45GeN6OPb
Source: OMol25
Level of theory: ωB97M-V/def2-TZVPD

Calculated values
2S+1: 2
Energy above the lowest of the compared OMol25 structures with the same formula, charge and spin (kcal/mol): 16.0
Total charge: +2
E_LUMO (alpha / beta) (eV): -6.7 / -6.7
Max |F| (Eh/bohr): 0.0877
HOMO (alpha / beta) (eV): -11.8 / -12.9
DFT total energy (Ha): -4071.68050

```
90
C36H45GeN6OPb, DFT ωB97M-V/def2-TZVPD
Pb 0.1427 0.1111 0.3511
C -3.3243 -2.9998 0.1913
C -2.0480 -2.1487 0.0373
N -1.6959 -1.2802 0.9424
C -2.5097 -0.9847 2.1239
C -1.6302 -0.4865 3.2525
N -1.1207 0.8600 2.8536
C 0.1495 1.2775 3.4735
C 1.3786 0.3082 3.5401
N 1.7180 -0.4456 2.3533
C 3.0995 -0.2717 1.9766
C 3.4247 -0.9373 0.6247
N 2.2438 -1.1822 -0.1707
C 2.2609 -1.9876 -1.1868
C 3.4993 -2.6449 -1.8050
C 0.9961 -2.2405 -1.8304
C 0.7351 -3.1921 -2.8233
C -0.5960 -3.5569 -3.0441
C -1.6472 -3.0684 -2.3136
C -1.2529 -2.2918 -1.1712
N -0.0828 -1.6877 -1.1804
H -4.0984 -2.2937 0.4356
H -3.1478 -3.6595 1.0300
H -3.3724 -3.5814 -0.7233
H -3.0211 -1.8844 2.4503
H -3.2611 -0.1882 1.8668
H -0.8363 -1.1822 3.4376
H -2.1326 -0.4139 4.2919
H -1.7501 1.6367 2.8497
H 0.0411 1.5709 4.5188
H 0.5094 2.2602 3.0041
H 1.3642 -0.3232 4.4350
H 2.1559 1.0193 3.7081
H 1.5421 -1.4845 2.4440
H 3.7165 -0.7525 2.7320
H 3.3582 0.7981 1.8446
H 4.0073 -1.8593 0.7888
H 4.1692 -0.2292 0.1470
H 4.3061 -2.6226 -1.0816
H 3.8153 -2.1501 -2.7273
H 3.3234 -3.6978 -2.0559
H 1.5113 -3.4261 -3.5676
H -0.7980 -4.2833 -3.8074
H -2.7143 -3.2052 -2.5213
C 2.1466 -5.9526 4.4874
N 1.6741 -5.0584 3.3585
C 2.2382 -5.2404 2.0694
C 0.9252 -4.0069 3.6044
O 0.8004 -3.0255 2.8262
H 2.2965 -5.4050 5.4504
H 3.1725 -6.2775 4.1101
H 1.5189 -6.8949 4.6835
H 3.2275 -5.7137 2.1883
H 2.2911 -4.1921 1.6454
H 1.5198 -5.9029 1.4742
H 0.4525 -4.0208 4.5813
C -1.0546 6.2148 1.3343
C -2.0558 5.3084 1.3614
C -2.0737 4.3333 0.3239
C -0.9402 4.1173 -0.4326
C 0.1222 4.9906 -0.2782
C 0.0642 6.0305 0.5453
Ge -0.5675 2.3162 -1.2914
C -2.3921 2.0874 -2.1436
C -3.3167 3.1063 -2.4192
C -4.3926 2.8767 -3.2433
C -4.6865 1.6638 -3.6920
C -3.7788 0.6212 -3.4672
C -2.7079 0.8207 -2.6341
C 0.7007 3.0380 -2.6884
C 1.9257 2.4374 -2.9749
C 2.7282 2.9222 -3.9462
C 2.3839 3.9828 -4.7605
C 1.1884 4.6388 -4.5235
C 0.3954 4.1689 -3.4277
H -1.1529 7.0405 2.0423
H -2.8117 5.3464 2.1314
H -2.9870 3.7084 0.2192
H 1.0371 4.8315 -0.8474
H 0.8343 6.7874 0.4800
H -3.3308 4.0358 -1.8667
H -5.0300 3.7218 -3.3297
H -5.6595 1.4406 -4.1170
H -4.0856 -0.4110 -3.7248
H -2.1022 0.0508 -2.1324
H 2.1684 1.5047 -2.5621
H 3.7555 2.4559 -4.1480
H 2.9593 4.0779 -5.6668
H 0.7079 5.4734 -4.9798
H -0.5364 4.7529 -3.3143
```

Record 5
Formula: C24H24BCl5MnN8S3
Source: OMol25
Level of theory: ωB97M-V/def2-TZVPD

Calculated values
2S+1: 5
Energy above the lowest of the compared OMol25 structures with the same formula, charge and spin (kcal/mol): 19.5
Total charge: +1
E_LUMO (alpha / beta) (eV): -5.1 / -3.7
Max |F| (Eh/bohr): 0.0385
HOMO (alpha / beta) (eV): -11.2 / -11.2
DFT total energy (Ha): -6038.26035

```
66
C24H24BCl5MnN8S3, DFT ωB97M-V/def2-TZVPD
Mn 0.7615 0.4002 0.2468
C 3.4555 -1.9651 2.7571
C 3.1883 -0.8140 2.0198
N 2.0068 -0.9128 1.4130
N 1.4997 -2.1211 1.7401
C 2.3515 -2.7675 2.5524
B 0.1084 -2.5793 1.2353
N 0.0864 -2.4340 -0.3369
C -0.1665 -3.3166 -1.3109
C 0.0038 -2.6998 -2.5390
C 0.3672 -1.3984 -2.2276
N 0.4069 -1.2462 -0.8995
N -0.9479 -1.5925 1.7916
C -2.1030 -1.7652 2.4504
C -2.6858 -0.5290 2.6559
C -1.8038 0.3715 2.0771
N -0.7490 -0.2605 1.5664
N -0.0977 -4.0271 1.6000
C 0.6365 -5.0774 1.1359
C 0.3296 -6.1759 1.8899
C -0.6102 -5.6969 2.8275
N -0.8546 -4.4101 2.6690
H 4.3232 -2.1833 3.3545
H 3.7890 0.0750 1.9130
H 2.1078 -3.7475 2.9299
H -0.4693 -4.3221 -1.0702
H -0.1256 -3.1348 -3.5143
H 0.5677 -0.5609 -2.8809
H -2.4082 -2.7548 2.7400
H -3.6128 -0.3197 3.1607
H -1.8826 1.4417 1.9987
H 1.3380 -4.9600 0.3251
H 0.7198 -7.1733 1.7825
H -1.1135 -6.2411 3.6127
C -4.0281 2.3863 -2.0507
C -3.0447 2.3091 -0.8840
S -1.6628 1.1988 -1.2505
C -0.2574 2.3508 -1.3089
C -0.0502 3.1137 -2.6148
S 0.1643 2.0564 -4.0527
C -1.2996 2.4375 -5.0510
C -2.6619 1.9878 -4.5243
S -3.4388 3.2822 -3.4998
H -4.9214 2.9190 -1.7196
H -4.3548 1.3908 -2.3531
H -3.5436 1.9138 0.0036
H -2.6530 3.2973 -0.6407
H 0.6472 1.7150 -1.2017
H -0.3135 3.0290 -0.4575
H 0.8232 3.7615 -2.5192
H -0.9293 3.7395 -2.7670
H -1.0839 1.9433 -5.9998
H -1.2946 3.5094 -5.2522
H -2.5584 1.0820 -3.9314
H -3.3270 1.7785 -5.3610
Cl 0.1717 2.5301 3.3961
C 1.5295 2.7142 2.3505
C 1.6914 1.9010 1.2448
C 2.8282 2.0833 0.4890
Cl 3.0225 0.9653 -0.8785
C 3.8037 3.0346 0.7333
Cl 5.1684 3.1763 -0.2850
C 3.6163 3.8560 1.8421
Cl 4.7739 5.0549 2.2074
C 2.4861 3.6902 2.6513
Cl 2.2795 4.6910 4.0195
```

Record 6
Formula: C40H40N4O3
Source: OMol25
Level of theory: ωB97M-V/def2-TZVPD

Calculated values
2S+1: 1
Total charge: 0
E_LUMO (eV): -2.2
Max |F| (Eh/bohr): 0.0478
HOMO (eV): -5.5
DFT total energy (Ha): -1992.89249

```
87
C40H40N4O3, DFT ωB97M-V/def2-TZVPD
C 6.0252 0.0537 -2.7629
C 4.8523 0.7464 -2.1186
O 3.6722 0.1431 -2.7378
C 2.4582 0.5371 -2.2777
C 1.4092 -0.3461 -2.8567
N 0.1527 -0.0779 -2.6704
C -0.8980 -0.8516 -2.9084
C -2.2047 -0.2066 -2.9173
C -3.3739 -0.9558 -2.6689
C -4.6245 -0.3631 -2.7956
C -4.7232 0.9850 -3.1667
C -3.5633 1.7556 -3.3399
C -2.3083 1.1757 -3.1568
C -0.7593 -2.2893 -3.2109
C -1.6240 -2.9017 -4.1506
C -1.4608 -4.2375 -4.5206
C -0.3509 -4.9543 -4.0623
C 0.5462 -4.3517 -3.1693
C 0.2948 -3.0656 -2.6889
O 2.2563 1.4621 -1.5143
H 6.9584 0.4788 -2.3999
H 6.0403 -1.0167 -2.5278
H 5.9786 0.1735 -3.8489
H 4.8312 0.5734 -1.0325
H 4.8330 1.8235 -2.3320
H 1.7613 -1.0751 -3.6090
H -3.2823 -2.0063 -2.3811
H -5.5195 -0.9602 -2.6036
H -5.7047 1.4362 -3.3079
H -3.6417 2.8076 -3.6121
H -1.3969 1.7698 -3.2195
H -2.4326 -2.3141 -4.5944
H -2.1957 -4.7048 -5.1808
H -0.1964 -5.9830 -4.3913
H 1.4418 -4.8804 -2.8340
H 0.9173 -2.6597 -1.8946
C -0.7569 1.6179 5.9926
N -0.9475 1.3784 4.5809
C -2.1020 1.7297 3.9438
O -3.0703 2.2698 4.4734
C -1.9469 1.3271 2.4703
C -2.0601 2.5208 1.5183
C -3.4302 3.1733 1.5578
C -3.5573 4.5308 1.8740
C -4.8253 5.1055 2.0104
C -5.9727 4.3302 1.7877
C -5.8444 2.9788 1.4386
C -4.5731 2.4060 1.3044
N -0.6301 0.6788 2.4550
C -0.0825 0.1835 1.3275
C 1.1643 -0.4349 1.2763
C 1.7260 -0.9735 0.1252
C 3.0289 -1.5815 0.0674
C 3.5068 -2.2320 -1.1036
C 4.6598 -2.9962 -1.0796
C 5.4052 -3.1220 0.1000
C 6.5553 -3.9846 0.1028
N 7.4807 -4.6997 0.0560
C 5.0374 -2.3806 1.2335
C 3.8873 -1.6007 1.2036
C 0.0464 0.6943 3.7658
C 1.3316 1.5322 3.7400
C 0.2772 -0.7121 4.3390
H -1.6239 2.1536 6.3811
H -0.6477 0.6719 6.5356
H 0.1445 2.2179 6.1584
H -2.7398 0.5880 2.2435
H -1.2841 3.2609 1.7823
H -1.8473 2.1633 0.4980
H -2.6509 5.1221 2.0351
H -4.9174 6.1556 2.2965
H -6.9656 4.7713 1.8948
H -6.7268 2.3567 1.2755
H -4.4528 1.3552 1.0237
H -0.6746 0.2938 0.4142
H 1.7341 -0.5057 2.1978
H 1.0765 -1.0357 -0.7405
H 2.9443 -2.1608 -2.0357
H 4.9888 -3.5303 -1.9749
H 5.6444 -2.4256 2.1427
H 3.6252 -0.9913 2.0742
H 1.0766 2.5681 3.4789
H 1.7969 1.5171 4.7321
H 2.0509 1.1631 3.0087
H -0.6919 -1.1568 4.5988
H 0.7818 -1.3709 3.6326
H 0.8833 -0.6405 5.2492
```